Molecular formula: C40H99N6O6
Method: DFT, wB97M-V/def2-TZVPD

E_HOMO, hartree: -0.66402
Total charge: +5
HOMO-LUMO gap, Eh: 0.3362
2S+1: 1

Each line ends with the Löwdin charge.
CARTESIAN COORDINATES (ANGSTROEM)
C 3.488 -0.132 6.575  -0.053
C 3.396 -1.602 6.083  -0.230
C 3.592 -1.562 4.597  -0.161
N 3.498 -2.906 3.812  -0.222
C 4.622 -3.946 4.249  -0.056
C 4.772 -5.200 3.328  -0.137
C 4.977 -4.794 1.864  -0.200
C 3.858 -3.913 1.473  -0.179
C 3.726 -2.580 2.313  -0.065
C 2.082 -3.453 4.095  0.030
H 3.353 -0.124 7.646  0.087
H 2.702 0.374 5.991  0.070
H 4.429 0.289 6.294  0.076
H 2.426 -2.076 6.336  0.115
H 4.170 -2.257 6.450  0.110
H 4.635 -1.228 4.406  0.146
H 2.875 -0.922 4.077  0.124
H 5.602 -3.436 4.253  0.145
H 4.348 -4.217 5.266  0.124
H 5.575 -5.809 3.768  0.142
H 3.816 -5.671 3.442  0.101
H 5.950 -4.291 1.765  0.132
H 4.983 -5.666 1.186  0.134
H 3.984 -3.588 0.436  0.114
H 2.873 -4.450 1.511  0.120
H 4.655 -2.039 2.316  0.125
H 2.928 -1.946 1.952  0.114
H 1.333 -2.674 3.932  0.108
H 2.064 -3.892 5.099  0.111
H 1.864 -4.277 3.443  0.079
C -3.972 5.584 0.494  -0.085
C -4.059 4.196 -0.132  -0.265
C -5.476 3.898 -0.475  -0.146
N -5.851 2.496 -1.064  -0.247
C -5.685 1.528 0.108  -0.102
C -6.266 0.128 -0.172  -0.169
C -7.735 0.297 -0.461  -0.174
C -7.914 1.167 -1.706  -0.150
C -7.364 2.567 -1.489  -0.073
C -5.048 2.133 -2.279  0.020
H -4.176 6.311 -0.299  0.087
H -2.938 5.695 0.866  0.085
H -4.716 5.717 1.298  0.096
H -3.661 3.509 0.632  0.104
H -3.418 4.119 -1.047  0.122
H -5.798 4.647 -1.214  0.147
H -6.185 4.018 0.350  0.133
H -6.256 2.049 0.904  0.142
H -4.611 1.509 0.379  0.126
H -6.045 -0.615 0.607  0.126
H -5.729 -0.314 -1.029  0.119
H -8.181 0.762 0.394  0.117
H -8.178 -0.716 -0.581  0.141
H -8.980 1.321 -1.866  0.136
H -7.487 0.803 -2.636  0.114
H -7.848 3.104 -0.673  0.137
H -7.347 3.197 -2.387  0.144
H -5.005 2.948 -3.020  0.120
H -5.575 1.330 -2.758  0.085
H -4.006 2.011 -1.958  0.108
C 2.475 5.293 -2.606  0.014
N 1.536 6.281 -3.301  -0.355
C 0.406 5.541 -3.946  0.010
C 1.001 7.309 -2.371  -0.003
C 2.475 7.096 -4.318  -0.020
C 2.995 6.306 -5.628  -0.225
O 3.694 5.172 -5.338  -0.056
H 1.913 4.734 -1.850  0.108
H 3.337 5.800 -2.145  0.124
H 2.904 4.691 -3.353  0.062
H -0.057 6.121 -4.761  0.128
H -0.191 5.171 -3.110  0.105
H 0.862 4.650 -4.418  0.111
H 0.656 6.791 -1.498  0.100
H 0.134 7.825 -2.806  0.121
H 1.762 8.103 -2.285  0.122
H 3.341 7.445 -3.707  0.142
H 1.814 7.893 -4.603  0.122
H 3.499 7.028 -6.284  0.150
H 2.082 6.011 -6.074  0.098
H 4.665 5.337 -5.339  0.141
C 5.256 -3.153 -4.526  0.000
N 4.989 -1.800 -5.154  -0.330
C 6.010 -0.783 -4.642  0.026
C 5.056 -1.888 -6.704  0.027
C 3.513 -1.323 -4.834  -0.074
C 3.206 -0.934 -3.374  -0.202
O 3.151 -2.151 -2.611  -0.089
H 4.515 -3.975 -4.775  0.141
H 5.196 -3.060 -3.457  0.077
H 6.298 -3.402 -4.753  0.113
H 6.948 -1.099 -5.127  0.123
H 6.068 -0.881 -3.552  0.106
H 5.678 0.209 -4.926  0.107
H 5.848 -2.634 -6.984  0.130
H 5.245 -0.876 -7.088  0.109
H 4.091 -2.169 -7.152  0.107
H 2.836 -2.123 -5.216  0.147
H 3.345 -0.437 -5.455  0.130
H 2.301 -0.368 -3.269  0.119
H 4.006 -0.347 -2.921  0.111
H 2.474 -2.027 -1.940  0.040
C -0.896 1.314 6.779  0.021
N -2.172 1.439 5.925  -0.322
C -3.409 1.289 6.805  0.027
C -2.184 2.728 5.152  0.006
C -2.104 0.233 4.832  -0.032
C -2.973 0.467 3.558  -0.233
O -2.217 1.203 2.631  -0.071
H -0.039 1.507 6.098  0.111
H -0.972 0.377 7.323  0.108
H -0.882 2.073 7.538  0.102
H -3.438 0.368 7.385  0.116
H -4.233 1.316 6.102  0.094
H -3.569 2.187 7.430  0.129
H -1.904 3.614 5.729  0.122
H -3.224 2.818 4.892  0.096
H -1.492 2.660 4.325  0.098
H -2.463 -0.679 5.342  0.136
H -1.062 0.122 4.506  0.125
H -3.871 1.020 3.797  0.107
H -3.305 -0.528 3.231  0.139
H -1.846 0.549 2.054  0.034
C -0.056 -6.418 -2.240  0.003
N -1.300 -5.710 -1.631  -0.318
C -2.546 -6.509 -1.991  0.020
C -1.078 -5.685 -0.099  0.022
C -1.216 -4.229 -2.247  -0.048
C -2.351 -3.319 -1.811  -0.236
O -2.360 -3.013 -0.440  -0.070
H -0.255 -6.577 -3.313  0.109
H 0.025 -7.428 -1.788  0.116
H 0.856 -5.815 -2.028  0.108
H -2.645 -6.652 -3.057  0.108
H -3.423 -5.935 -1.656  0.102
H -2.655 -7.438 -1.429  0.117
H -0.148 -5.144 0.079  0.097
H -0.940 -6.725 0.225  0.108
H -1.981 -5.249 0.327  0.099
H -1.316 -4.443 -3.336  0.145
H -0.235 -3.895 -1.908  0.114
H -3.288 -3.815 -1.855  0.104
H -2.322 -2.469 -2.480  0.128
H -1.715 -2.350 -0.172  0.035
C 1.055 0.439 0.642  -0.038
C 0.226 -0.667 0.117  -0.784
O -0.900 -0.748 0.652  -0.061
O 0.675 -1.408 -0.779  -0.045
H 0.788 1.355 0.059  0.090
H 2.131 0.313 0.482  0.068
H 0.826 0.672 1.700  0.072



Molecular formula: C41H103BN9O18
Method: DFT, wB97M-V/def2-TZVPD

E_HOMO, hartree: -0.25476
Total charge: -1
HOMO-LUMO gap, Eh: 0.3349
Energy above the lowest of the compared OMol25 structures with the same formula, charge and spin, kJ/mol: 0.00
2S+1: 1

Each line ends with the Löwdin charge.
CARTESIAN COORDINATES (ANGSTROEM)
O 10.606 -9.593 -10.334  0.133
C 10.755 -9.476 -11.516  -0.385
O 10.121 -8.630 -12.284  0.223
B 10.625 -8.780 -13.683  -0.903
O 11.509 -9.914 -13.659  0.210
C 11.765 -10.262 -12.396  -0.377
O 12.653 -10.965 -12.029  0.162
O 11.340 -7.584 -14.139  0.235
C 10.718 -7.037 -15.195  -0.365
O 10.939 -5.980 -15.676  0.162
C 9.548 -7.977 -15.531  -0.413
O 9.515 -8.950 -14.669  0.212
O 8.757 -7.831 -16.424  0.130
C 5.130 -11.438 -7.573  -0.076
C 6.349 -10.886 -6.802  -0.431
C 7.594 -11.163 -7.647  -0.228
O 8.760 -10.800 -6.950  -0.176
C 9.965 -11.136 -7.580  -0.119
N 6.225 -9.427 -6.625  0.045
H 5.032 -12.521 -7.506  0.072
H 5.184 -11.198 -8.640  0.061
H 4.231 -10.913 -7.248  0.068
H 6.397 -11.463 -5.873  0.131
H 7.504 -10.514 -8.529  0.132
H 7.577 -12.182 -8.048  0.127
H 9.838 -11.422 -8.630  0.072
H 10.499 -11.978 -7.127  0.084
H 10.667 -10.305 -7.643  0.074
H 7.197 -9.129 -6.522  0.063
H 5.848 -9.276 -5.691  0.069
C 6.922 -5.264 -21.300  -0.063
C 7.477 -4.672 -19.996  -0.452
C 8.966 -4.404 -20.129  -0.171
O 9.519 -3.878 -18.912  -0.230
C 10.699 -4.435 -18.394  -0.107
N 6.790 -3.466 -19.579  0.058
H 6.980 -4.564 -22.138  0.075
H 5.843 -5.352 -21.136  0.071
H 7.320 -6.237 -21.573  0.072
H 7.348 -5.478 -19.261  0.125
H 9.170 -3.654 -20.895  0.130
H 9.577 -5.300 -20.273  0.122
H 11.070 -3.872 -17.547  0.077
H 11.463 -4.540 -19.179  0.088
H 10.482 -5.479 -18.140  0.078
H 7.311 -3.037 -18.824  0.041
H 5.843 -3.653 -19.279  0.070
C 18.899 -9.738 -11.217  -0.075
C 18.290 -10.314 -12.498  -0.428
C 17.014 -9.580 -12.828  -0.239
O 16.495 -10.075 -14.033  -0.186
C 15.246 -9.515 -14.374  -0.089
N 19.254 -10.062 -13.599  0.026
H 18.951 -8.651 -11.309  0.075
H 19.887 -10.117 -10.968  0.069
H 18.216 -9.864 -10.371  0.074
H 18.095 -11.390 -12.478  0.137
H 17.240 -8.506 -12.921  0.133
H 16.283 -9.643 -12.011  0.134
H 15.408 -8.455 -14.606  0.093
H 14.466 -9.599 -13.616  0.078
H 14.877 -9.922 -15.314  0.077
H 18.711 -10.135 -14.462  0.063
H 19.861 -10.870 -13.720  0.066
C 7.794 -11.578 -16.505  -0.041
C 7.726 -12.716 -15.494  -0.389
C 8.312 -12.372 -14.136  -0.183
O 8.589 -13.581 -13.421  -0.188
C 9.123 -13.363 -12.146  -0.114
N 6.320 -13.237 -15.409  0.053
H 6.847 -11.037 -16.559  0.080
H 8.025 -11.965 -17.489  0.043
H 8.508 -10.799 -16.226  0.064
H 8.243 -13.628 -15.812  0.136
H 7.670 -11.725 -13.525  0.127
H 9.304 -11.908 -14.206  0.105
H 8.470 -12.937 -11.377  0.086
H 9.969 -12.665 -12.224  0.078
H 9.534 -14.295 -11.762  0.088
H 5.928 -12.590 -14.731  0.019
H 6.476 -14.137 -14.962  0.067
C 8.887 -1.789 -16.426  -0.037
C 7.824 -2.041 -15.337  -0.445
C 8.324 -1.757 -13.936  -0.217
O 9.624 -2.135 -13.529  -0.172
C 9.956 -3.502 -13.824  -0.081
N 6.695 -1.162 -15.676  0.039
H 8.510 -2.027 -17.420  0.051
H 9.674 -2.542 -16.323  0.055
H 9.315 -0.797 -16.303  0.089
H 7.533 -3.096 -15.419  0.095
H 7.577 -2.283 -13.313  0.123
H 8.224 -0.709 -13.649  0.128
H 9.687 -4.065 -12.924  0.082
H 11.003 -3.608 -14.085  0.092
H 9.314 -3.906 -14.606  0.057
H 6.124 -1.051 -14.839  0.067
H 6.144 -1.628 -16.385  0.062
C 11.853 -6.059 -9.230  -0.067
C 10.410 -6.150 -8.760  -0.418
C 9.482 -6.063 -9.980  -0.212
O 8.102 -6.145 -9.669  -0.171
C 7.312 -5.895 -10.785  -0.136
N 10.222 -7.425 -8.068  0.056
H 12.101 -5.141 -9.773  0.076
H 12.111 -6.881 -9.899  0.075
H 12.514 -6.008 -8.364  0.075
H 10.171 -5.255 -8.182  0.137
H 9.658 -6.836 -10.737  0.110
H 9.698 -5.095 -10.464  0.117
H 6.265 -6.172 -10.624  0.087
H 7.483 -6.540 -11.661  0.081
H 7.349 -4.839 -11.067  0.086
H 9.243 -7.526 -7.817  0.065
H 10.404 -8.192 -8.709  0.033
C 14.559 -12.272 -18.759  -0.042
C 14.310 -12.908 -17.395  -0.410
C 12.873 -13.442 -17.253  -0.206
O 11.940 -12.383 -17.300  -0.227
C 11.730 -11.671 -16.082  -0.060
N 15.284 -14.020 -17.237  0.020
H 15.415 -11.600 -18.749  0.080
H 13.716 -11.647 -19.044  0.053
H 14.665 -13.084 -19.477  0.083
H 14.523 -12.262 -16.542  0.121
H 12.634 -14.131 -16.429  0.128
H 12.563 -14.064 -18.106  0.113
H 11.179 -12.339 -15.408  0.090
H 10.981 -10.922 -16.334  0.085
H 12.647 -11.321 -15.617  0.079
H 14.945 -14.707 -16.561  0.062
H 15.201 -14.597 -18.077  0.059
C 2.614 -12.192 -12.894  -0.070
C 4.025 -11.676 -13.163  -0.405
C 4.128 -10.296 -13.857  -0.216
O 5.488 -9.967 -13.947  -0.217
C 5.729 -8.604 -14.289  -0.077
N 4.633 -11.510 -11.815  0.034
H 2.604 -13.103 -12.299  0.075
H 2.083 -12.476 -13.810  0.073
H 1.963 -11.448 -12.428  0.075
H 4.626 -12.396 -13.707  0.100
H 3.572 -9.593 -13.224  0.124
H 3.677 -10.347 -14.857  0.129
H 5.405 -8.375 -15.303  0.089
H 6.813 -8.548 -14.194  0.080
H 5.354 -7.906 -13.536  0.091
H 4.044 -10.874 -11.288  0.065
H 5.513 -11.028 -11.986  0.058
C 10.263 -13.829 -20.431  -0.068
C 10.229 -12.339 -20.699  -0.416
C 9.498 -11.561 -19.583  -0.200
O 9.393 -10.219 -20.028  -0.183
C 8.259 -9.508 -19.568  -0.099
N 11.631 -11.883 -20.834  0.045
H 9.255 -14.254 -20.355  0.076
H 10.835 -14.074 -19.536  0.060
H 10.676 -14.379 -21.278  0.074
H 9.784 -12.129 -21.674  0.137
H 10.041 -11.663 -18.641  0.110
H 8.476 -11.946 -19.504  0.113
H 8.527 -8.545 -19.136  0.073
H 7.607 -10.001 -18.842  0.072
H 7.594 -9.356 -20.424  0.082
H 12.036 -11.846 -19.900  0.029
H 11.476 -10.887 -21.019  0.069
C 6.322 -5.550 -15.946  -0.167
O 6.859 -5.607 -14.649  -0.110
H 5.287 -5.899 -15.961  0.077
H 6.276 -4.513 -16.299  0.055
H 6.839 -6.104 -16.731  0.070
H 7.791 -5.837 -14.622  0.064



Molecular formula: C41H108O20V
Method: DFT, wB97M-V/def2-TZVPD

E_HOMO (alpha / beta), hartree: -0.24905 / -0.31976
Total charge: 0
HOMO-LUMO gap (alpha / beta), Eh: 0.2503 / 0.3207
2S+1: 4

Each line ends with the Löwdin charge.
CARTESIAN COORDINATES (ANGSTROEM)
V 0.188 0.060 2.712  0.962
C -0.204 0.335 0.042  -0.986
O 0.016 0.632 -1.075  0.053
O -0.574 1.125 0.921  -0.065
O 0.306 -0.656 0.632  -0.103
C 0.644 3.513 -7.032  -0.099
C 1.450 2.507 -6.597  -0.111
C 2.619 2.126 -7.268  -0.076
C 3.060 2.853 -8.394  -0.069
C 2.143 3.793 -8.897  -0.095
C 0.958 4.091 -8.235  -0.101
H -0.247 3.731 -6.460  0.102
H 1.160 1.934 -5.728  0.074
H 3.257 1.377 -6.824  0.083
H 4.067 2.765 -8.777  0.097
H 2.335 4.278 -9.843  0.095
H 0.262 4.778 -8.693  0.101
C -0.520 3.725 5.258  -0.062
C 0.580 3.072 4.441  -0.281
O -0.005 2.234 3.463  -0.127
H -1.170 4.415 4.720  0.076
H 0.041 4.393 5.911  0.081
H -1.126 3.034 5.844  0.066
H 1.176 2.478 5.133  0.104
H 1.239 3.793 3.957  0.109
H -0.346 2.892 2.853  0.074
C 2.192 -4.574 -1.574  -0.056
C 1.790 -3.113 -1.513  -0.278
O 2.073 -2.624 -0.213  -0.103
H 2.495 -4.841 -2.587  0.077
H 1.399 -5.216 -1.191  0.062
H 3.087 -4.843 -1.014  0.069
H 0.738 -2.984 -1.766  0.102
H 2.329 -2.477 -2.217  0.099
H 1.540 -1.841 -0.055  0.037
C 0.736 -4.398 2.986  -0.085
C 0.837 -3.140 3.769  -0.322
O 1.226 -2.069 2.959  -0.097
H 0.096 -4.310 2.108  0.069
H 0.327 -5.162 3.647  0.086
H 1.722 -4.717 2.650  0.077
H 1.456 -3.348 4.642  0.120
H -0.175 -3.108 4.174  0.103
H 2.116 -2.267 2.659  0.052
C -1.563 4.674 -2.540  -0.092
C -1.050 3.306 -2.811  -0.382
O -1.715 2.369 -2.073  -0.057
H -1.386 4.903 -1.489  0.062
H -2.600 4.938 -2.745  0.080
H -0.882 5.333 -3.079  0.077
H 0.038 3.275 -2.746  0.111
H -1.296 3.233 -3.870  0.093
H -1.090 1.814 -1.601  0.017
C -2.864 -4.133 -5.793  -0.093
C -2.890 -3.263 -4.573  -0.321
O -1.912 -3.778 -3.702  -0.077
H -3.525 -3.657 -6.517  0.073
H -3.250 -5.148 -5.692  0.077
H -1.868 -4.167 -6.233  0.078
H -3.926 -3.254 -4.236  0.111
H -2.600 -2.263 -4.895  0.090
H -1.405 -2.995 -3.473  0.042
C -4.048 -4.305 3.944  -0.064
C -3.613 -4.315 2.474  -0.265
O -2.327 -3.672 2.373  -0.120
H -3.174 -4.528 4.556  0.076
H -4.827 -5.049 4.114  0.072
H -4.508 -3.377 4.283  0.050
H -4.239 -3.680 1.847  0.099
H -3.525 -5.300 2.014  0.106
H -2.219 -3.407 1.457  0.027
C -1.091 -1.114 6.588  -0.056
C -0.658 0.186 5.902  -0.272
O 0.311 -0.168 4.928  -0.130
H -1.788 -1.602 5.908  0.065
H -1.745 -1.071 7.459  0.079
H -0.239 -1.745 6.843  0.081
H -0.230 0.869 6.636  0.116
H -1.547 0.674 5.500  0.094
H 1.035 -0.547 5.430  0.113
C -4.399 3.922 1.670  -0.083
C -3.299 3.414 0.791  -0.282
O -1.933 3.585 1.275  -0.114
H -5.279 3.976 1.030  0.081
H -4.096 4.902 2.038  0.078
H -4.681 3.225 2.459  0.063
H -3.301 3.913 -0.178  0.104
H -3.526 2.348 0.753  0.104
H -1.450 2.840 0.909  0.025
C 5.618 -2.180 0.475  -0.059
C 5.120 -3.120 1.639  -0.272
O 3.811 -2.735 1.986  -0.108
H 5.867 -1.179 0.828  0.065
H 4.794 -2.094 -0.232  0.058
H 6.398 -2.728 -0.053  0.070
H 5.828 -3.056 2.465  0.110
H 5.118 -4.119 1.203  0.103
H 3.359 -2.646 1.144  0.033
C -1.202 -7.136 0.003  -0.073
C -1.835 -5.971 -0.779  -0.302
O -2.120 -6.383 -2.120  -0.085
H -0.248 -7.386 -0.461  0.067
H -1.743 -8.077 0.112  0.070
H -0.890 -6.764 0.978  0.059
H -1.063 -5.202 -0.820  0.089
H -2.688 -5.466 -0.326  0.089
H -2.130 -5.678 -2.771  0.041
C 4.027 1.739 3.906  -0.066
C 3.603 0.450 3.182  -0.255
O 2.357 0.676 2.583  -0.127
H 3.994 2.677 3.352  0.066
H 5.068 1.619 4.207  0.074
H 3.513 2.014 4.826  0.058
H 3.520 -0.403 3.855  0.118
H 4.410 0.325 2.459  0.110
H 2.441 1.151 1.753  0.069
C -0.314 -0.533 -5.916  -0.088
C -0.921 -0.327 -4.580  -0.342
O -0.496 -1.246 -3.630  -0.067
H 0.753 -0.313 -5.962  0.064
H -0.716 0.122 -6.689  0.083
H -0.530 -1.500 -6.369  0.075
H -2.000 -0.227 -4.699  0.117
H -0.546 0.662 -4.317  0.102
H -0.319 -0.725 -2.844  0.058
C -3.908 -0.122 4.216  -0.059
C -2.964 0.200 3.077  -0.253
O -1.872 -0.734 3.109  -0.117
H -4.775 0.515 4.041  0.079
H -3.588 0.178 5.214  0.067
H -4.217 -1.167 4.187  0.067
H -2.590 1.223 3.057  0.112
H -3.592 0.085 2.194  0.117
H -2.222 -1.558 2.764  0.075
C 2.018 3.895 -0.307  -0.076
C 3.259 3.431 0.389  -0.290
O 3.462 2.034 0.401  -0.079
H 1.114 3.414 0.066  0.071
H 1.905 3.693 -1.372  0.063
H 1.829 4.967 -0.258  0.073
H 3.297 3.760 1.427  0.100
H 4.097 3.929 -0.099  0.111
H 3.325 1.660 -0.472  0.045
C -4.112 -2.296 -1.083  -0.049
C -2.800 -1.543 -0.814  -0.270
O -2.023 -2.446 -0.078  -0.092
H -4.645 -2.470 -0.149  0.056
H -3.959 -3.306 -1.465  0.071
H -4.779 -1.754 -1.753  0.076
H -2.852 -0.544 -0.382  0.114
H -2.206 -1.406 -1.718  0.098
H -1.134 -2.084 -0.055  0.065
C 4.190 1.359 -3.804  -0.065
C 3.048 0.573 -3.205  -0.310
O 2.607 1.017 -1.975  -0.083
H 4.449 1.064 -4.821  0.062
H 5.111 1.216 -3.238  0.075
H 3.996 2.431 -3.839  0.080
H 3.333 -0.470 -3.066  0.107
H 2.153 0.628 -3.824  0.102
H 1.771 0.613 -1.731  0.055
C 0.967 6.862 3.103  -0.090
C -0.267 6.949 2.237  -0.309
O -0.061 5.934 1.270  -0.091
H 0.982 7.690 3.811  0.072
H 1.871 6.962 2.502  0.078
H 1.001 5.913 3.637  0.045
H -0.277 7.913 1.727  0.107
H -1.170 6.897 2.845  0.110
H -0.720 5.245 1.386  0.036



For reference, energy by record: -64263.4688, -95132.1069, -110904.8112 eV.